[1]
{"formula": "C33H57N4OP2SZn", "method": "wB97M-V/def2-TZVPD", "total_charge": 1, "total_energy_ha": -4445.88383, "spin_multiplicity": 1, "relative_energy_kcal_mol": 0.0, "orbital_gap_ev": 5.820, "species": ["C", "C", "C", "C", "C", "H", "H", "H", "N", "P", "P", "C", "H", "H", "C", "H", "C", "C", "C", "C", "C", "H", "H", "H", "C", "H", "H", "H", "C", "H", "H", "H", "C", "H", "H", "H", "C", "H", "H", "H", "C", "H", "H", "H", "C", "H", "H", "H", "C", "H", "H", "H", "C", "H", "H", "H", "C", "H", "H", "H", "C", "H", "H", "H", "C", "H", "H", "H", "Zn", "C", "O", "N", "C", "C", "C", "C", "C", "H", "H", "H", "H", "H", "H", "H", "H", "H", "C", "N", "C", "C", "N", "C", "S", "H", "H", "H", "H", "H", "H"], "xyz": [[-2.35764, 1.29481, -1.60965], [-2.22900, -1.03077, -1.22034], [-3.47508, 1.14979, -2.43535], [-3.45867, -1.18626, -1.92358], [-4.06599, -0.11066, -2.54091], [-3.85838, 2.02606, -2.95420], [-3.88282, -2.18463, -1.98788], [-4.99042, -0.23183, -3.10481], [-1.83603, 0.26434, -0.93480], [-0.75474, 2.89813, 0.05153], [-0.02281, -2.76346, -0.09606], [-1.66790, 2.65751, -1.53261], [-0.95996, 2.74306, -2.37274], [-2.41300, 3.44782, -1.68646], [-1.47620, -2.20824, -0.92379], [-2.10942, -3.10543, -1.07316], [0.58382, -4.09273, -1.38326], [-0.48227, -3.65773, 1.59594], [0.85189, 3.88333, -0.31536], [-2.11456, 3.82686, 1.00572], [2.11141, -3.92663, -1.39927], [2.56738, -4.27383, -0.46182], [2.54433, -4.51759, -2.22128], [2.39136, -2.87255, -1.54293], [0.20070, -5.54134, -1.05923], [0.57537, -5.89201, -0.09126], [-0.88400, -5.70048, -1.10778], [0.64887, -6.19264, -1.82718], [-0.00486, -3.74390, -2.75314], [0.50558, -4.33785, -3.52603], [-1.07254, -3.98148, -2.81473], [0.12763, -2.68060, -2.98377], [0.82189, -4.26520, 2.14212], [1.60932, -3.49923, 2.22032], [0.63395, -4.66784, 3.15078], [1.20872, -5.09029, 1.52800], [-0.95782, -2.56869, 2.56405], [-0.23629, -1.74320, 2.62857], [-1.93656, -2.16753, 2.27154], [-1.06437, -3.00444, 3.57304], [-1.61351, -4.68072, 1.47536], [-1.37049, -5.54346, 0.84647], [-1.82186, -5.06723, 2.48745], [-2.53217, -4.21085, 1.09797], [-1.64247, 4.01902, 2.45919], [-2.42556, 4.56674, 3.01079], [-1.49728, 3.04933, 2.95820], [-0.71313, 4.60665, 2.52899], [-3.39097, 2.96021, 1.00930], [-3.83057, 2.87399, 0.00736], [-3.20300, 1.95713, 1.41080], [-4.13418, 3.45113, 1.65842], [-2.46838, 5.18026, 0.35936], [-3.41284, 5.53405, 0.80435], [-1.71191, 5.95016, 0.54545], [-2.63031, 5.10334, -0.72395], [1.24042, 3.68037, -1.78223], [0.50822, 4.11462, -2.47629], [2.19994, 4.18881, -1.96744], [1.37779, 2.61818, -2.02856], [1.97284, 3.32664, 0.58198], [2.14126, 2.25144, 0.42846], [2.91035, 3.84805, 0.33772], [1.76742, 3.48382, 1.64904], [0.70108, 5.37840, -0.03288], [-0.00542, 5.86451, -0.71583], [0.41123, 5.58578, 1.00518], [1.68177, 5.85535, -0.18879], [-0.16593, 0.63244, 0.34300], [-1.43403, 0.70587, 2.21812], [-1.96912, 0.41235, 3.19936], [0.77756, -0.27884, -1.17958], [1.22219, -0.69697, -2.18251], [2.22840, -0.54735, -3.36276], [1.95557, -1.55907, -4.46493], [2.10778, 0.84442, -3.97056], [3.65167, -0.73041, -2.84177], [2.12571, -2.58564, -4.12447], [0.92406, -1.46406, -4.82753], [2.63087, -1.37482, -5.31371], [2.51892, 1.60104, -3.29758], [2.67311, 0.90742, -4.91108], [1.06580, 1.09297, -4.19600], [4.37393, -0.42926, -3.61242], [3.82342, -0.10678, -1.95624], [3.86611, -1.76886, -2.56989], [2.27795, -1.50928, 4.45668], [1.72600, -0.16450, 4.45114], [1.38736, 0.55031, 5.59240], [0.86691, 1.73385, 5.17826], [0.84816, 1.69701, 3.78973], [1.38917, 0.52965, 3.33899], [1.64471, -0.03934, 1.75198], [1.48081, -2.26928, 4.41690], [2.94057, -1.63276, 3.59232], [2.84221, -1.62813, 5.38488], [1.57480, 0.14047, 6.56926], [0.52868, 2.58351, 5.74381], [0.53754, 2.45568, 3.19014]]}



[2]
{"formula": "C27H34N7O2PS6Ti", "method": "wB97M-V/def2-TZVPD", "total_energy_ha": -5163.07207, "spin_multiplicity": 3, "relative_energy_kcal_mol": 32.1, "s_squared": 2.02, "orbital_gap_ev": [5.218, 5.770], "species": ["Ti", "C", "C", "N", "N", "C", "N", "S", "C", "C", "C", "C", "C", "N", "H", "H", "H", "H", "H", "H", "H", "H", "H", "H", "S", "C", "S", "C", "C", "S", "S", "S", "C", "N", "C", "N", "C", "N", "C", "P", "C", "C", "H", "H", "H", "H", "H", "H", "H", "H", "H", "H", "H", "H", "H", "C", "C", "C", "C", "C", "C", "C", "C", "C", "C", "O", "O", "H", "H", "H", "H", "H", "H", "H", "H", "H", "H", "H"], "xyz": [[-0.14690, 1.42597, -0.41537], [2.98231, 1.72424, 2.33578], [1.97864, 2.11913, 1.29779], [1.97766, 1.57832, 0.05728], [3.03503, 0.72829, -0.19327], [3.68129, 0.66297, -1.36777], [4.74514, -0.22086, -1.35101], [3.23565, 1.44741, -2.76187], [0.99960, 3.12080, 1.54129], [0.96314, 3.97286, 2.67109], [0.03097, 4.97560, 2.72834], [-0.88119, 5.15121, 1.67796], [-0.82016, 4.26976, 0.62154], [0.07067, 3.28282, 0.55104], [4.00170, 2.00068, 2.04723], [2.77272, 2.19591, 3.29022], [2.95736, 0.64312, 2.51522], [3.45300, 0.26029, 0.59874], [5.23592, -0.35950, -0.47941], [5.34662, -0.11773, -2.15240], [1.68111, 3.85899, 3.46961], [0.00983, 5.63888, 3.58390], [-1.62019, 5.93795, 1.69013], [-1.50997, 4.32924, -0.21232], [-4.21433, 2.15919, -6.68743], [-3.32020, 1.98107, -5.31610], [-1.98840, 2.99222, -4.89267], [-1.60167, 2.26797, -3.34609], [-2.41072, 1.26277, -2.96553], [-2.19599, 0.36049, -1.49227], [-3.69524, 0.84158, -4.07169], [-0.21050, 2.82427, -2.45393], [0.99229, -3.88193, -3.12391], [-0.37028, -3.25441, -2.85686], [-0.88533, -2.62624, -4.16970], [0.06567, -1.73524, -4.72145], [1.35401, -2.38714, -4.90586], [1.89188, -2.92453, -3.65600], [2.23284, -1.84767, -2.70492], [0.77316, -0.75917, -2.22206], [-0.27003, -2.23469, -1.76080], [0.17604, -0.48873, -3.95042], [0.82871, -4.69491, -3.83362], [1.34830, -4.27814, -2.17277], [-1.02854, -3.98004, -2.57430], [-1.81401, -2.11160, -3.92259], [-1.07091, -3.46828, -4.83897], [2.05905, -1.66300, -5.30927], [1.23962, -3.20871, -5.61721], [2.99345, -1.21812, -3.16464], [2.67134, -2.28973, -1.80788], [-1.27776, -1.90843, -1.51274], [0.18407, -2.71789, -0.89366], [0.88438, 0.18014, -4.44185], [-0.78830, 0.01637, -3.92387], [-2.43214, -2.16923, 6.60312], [-2.02758, -1.55872, 5.28946], [-1.41498, -2.31565, 4.30284], [-1.03913, -1.76802, 3.08211], [-0.40650, -2.70001, 2.07620], [-1.30138, -0.41061, 2.83349], [-1.93570, 0.37563, 3.81565], [-2.25507, 1.84059, 3.65356], [-2.27374, -0.21976, 5.02532], [-0.88929, 0.21039, 1.54413], [-1.41855, 1.27735, 1.12820], [0.03722, -0.28119, 0.82041], [-1.98948, -3.15564, 6.73484], [-3.51704, -2.27728, 6.65939], [-2.12354, -1.53958, 7.43816], [-1.21630, -3.36568, 4.48687], [-0.30234, -3.69220, 2.51411], [0.56717, -2.34496, 1.74726], [-1.03623, -2.78217, 1.18698], [-1.36289, 2.42469, 3.42492], [-2.69098, 2.21808, 4.57812], [-2.95245, 2.01143, 2.83686], [-2.75166, 0.38874, 5.78526]]}



[3]
{"formula": "C23H28Br2ClFN4O3", "method": "wB97M-V/def2-TZVPD", "total_energy_ha": -7046.00722, "spin_multiplicity": 1, "orbital_gap_ev": 7.254, "species": ["C", "C", "Br", "C", "Br", "C", "C", "C", "O", "O", "C", "C", "C", "Cl", "C", "C", "C", "N", "C", "C", "N", "N", "N", "C", "C", "C", "O", "C", "C", "C", "C", "C", "C", "H", "H", "H", "H", "H", "H", "H", "H", "H", "H", "H", "H", "H", "H", "H", "H", "H", "H", "H", "H", "H", "H", "H", "H", "H", "H", "H", "H", "F"], "xyz": [[2.07658, 2.78303, 0.18881], [0.78184, 3.18107, -0.47264], [0.63770, 5.01541, -0.87449], [-0.18221, 2.30893, -0.75970], [-1.76516, 2.81009, -1.63796], [0.01710, 0.87518, -0.41248], [0.71328, 0.04462, -1.31537], [1.23239, 0.62478, -2.60289], [0.66919, 1.47728, -3.22904], [2.40283, 0.07014, -3.00573], [3.42420, 0.99919, -3.37516], [4.02318, 0.61343, -4.72306], [2.98029, 0.76024, -5.83353], [4.46273, -1.13479, -4.60347], [0.90091, -1.29876, -1.00971], [1.56583, -2.31638, -1.89675], [0.42222, -1.73440, 0.21338], [-0.19441, -0.92793, 1.08785], [-0.57704, -1.57786, 2.34390], [0.52072, -1.52964, 3.42908], [0.72247, -0.19165, 3.95528], [1.84006, -1.98964, 2.94829], [0.06171, -2.43117, 4.49039], [-0.44278, 0.37733, 0.80304], [-1.14684, 1.26415, 1.79884], [-2.58107, 1.68358, 1.44409], [-2.80489, 2.85746, 1.26288], [-3.68926, 0.69588, 1.35079], [-3.86260, -0.35672, 2.24255], [-4.92085, -1.23564, 2.10593], [-5.82737, -1.08660, 1.06467], [-5.67507, -0.02303, 0.18608], [-4.62097, 0.86112, 0.32927], [2.73580, 2.28472, -0.52597], [1.90883, 2.11198, 1.03065], [2.58470, 3.67421, 0.54390], [4.21935, 0.94156, -2.62862], [3.04446, 2.01960, -3.40806], [4.92749, 1.18430, -4.90643], [2.37580, -0.14196, -5.87116], [3.44092, 0.90239, -6.80751], [2.31561, 1.59049, -5.59815], [1.43655, -3.31685, -1.49761], [2.62806, -2.09641, -1.98664], [1.16098, -2.23945, -2.90362], [0.54562, -2.76351, 0.49739], [-1.47467, -1.12699, 2.72402], [-0.82876, -2.61063, 2.11415], [0.39551, -0.08986, 4.90383], [1.67931, 0.11148, 3.86589], [2.22083, -1.28257, 2.32151], [1.72945, -2.80365, 2.35054], [0.42497, -3.35510, 4.27522], [0.59431, -2.16623, 5.31448], [-0.58093, 2.19097, 1.87864], [-1.14460, 0.82396, 2.78986], [-3.18841, -0.50895, 3.07205], [-5.05697, -2.05803, 2.79373], [-6.62917, -1.80280, 0.95767], [-6.37205, 0.11681, -0.62878], [-4.53697, 1.68116, -0.37011], [-1.72076, -2.73930, 0.20593]]}